(1)
Formula: C38H86As2F12O20V
Source: the OMol25 dataset
Level of theory: ωB97M-V/def2-TZVPD

Its spin multiplicity is 3. Its expectation value of S² is 2.029. For the calculated total energy, the calculation gives -9618.25385 Ha. The total charge is -1.

```
159
C38H86As2F12O20V, DFT ωB97M-V/def2-TZVPD
O -0.372 -2.738 -1.767
V 0.159 -3.845 -0.727
As 0.090 -0.252 0.623
F 0.479 -1.995 0.430
F 0.911 0.020 -0.952
F -0.319 1.460 0.797
F -0.836 -0.631 2.094
F 1.656 -0.025 1.536
F -1.451 -0.660 -0.260
As 3.970 -3.271 -1.482
F 2.189 -3.409 -1.156
F 3.616 -1.874 -2.533
F 5.741 -3.140 -1.801
F 4.287 -4.604 -0.309
F 3.836 -4.412 -2.884
F 4.008 -2.110 -0.115
C -2.421 -1.803 -4.411
O -1.230 -1.324 -4.928
C -0.496 -0.350 -4.169
C 0.973 -0.367 -4.557
O 1.090 -0.174 -5.919
C 2.437 -0.027 -6.416
C 2.349 0.459 -7.877
O 1.489 1.582 -7.931
C 0.993 1.865 -9.253
H -2.504 -2.760 -4.927
H -3.268 -1.149 -4.620
H -2.350 -2.013 -3.344
H -0.575 -0.660 -3.127
H -0.974 0.614 -4.341
H 1.374 -1.371 -4.425
H 1.566 0.328 -3.962
H 2.946 -0.985 -6.308
H 3.048 0.664 -5.836
H 1.811 -0.256 -8.500
H 3.312 0.566 -8.375
H 1.747 2.089 -10.008
H 0.426 2.795 -9.212
H 0.389 1.084 -9.714
C 4.404 1.672 0.426
O 4.061 2.982 0.049
C 2.623 3.180 0.081
C 2.216 4.676 0.014
O 2.170 5.210 -1.349
C 1.643 6.521 -1.470
C 1.865 7.107 -2.901
O 1.211 8.389 -2.973
C 0.663 8.653 -4.190
H 5.474 1.475 0.492
H 3.922 0.988 -0.272
H 3.987 1.455 1.410
H 2.226 2.767 1.009
H 2.133 2.552 -0.663
H 2.888 5.259 0.644
H 1.252 4.768 0.515
H 2.198 7.148 -0.773
H 0.592 6.581 -1.188
H 1.498 6.432 -3.674
H 2.918 7.304 -3.100
H 0.131 9.592 -4.037
H -0.122 7.980 -4.535
H 1.393 8.863 -4.972
C 1.389 5.016 3.989
O 1.408 3.696 4.435
C 0.578 2.777 3.743
C 0.792 1.270 4.235
O 0.339 1.094 5.562
C 0.868 -0.006 6.334
C 2.268 0.324 6.987
O 2.954 -0.893 7.251
C 3.957 -0.786 8.263
H 0.448 5.479 4.287
H 1.520 5.131 2.913
H 2.193 5.543 4.502
H 0.684 2.877 2.663
H -0.446 3.040 4.009
H 1.825 0.951 4.097
H 0.192 0.639 3.579
H 0.893 -0.856 5.653
H 0.137 -0.155 7.129
H 2.103 1.016 7.813
H 2.795 0.902 6.227
H 3.607 -0.427 9.232
H 4.760 -0.135 7.919
H 4.419 -1.771 8.319
C 2.137 -3.384 2.194
O 1.307 -4.280 1.385
C 1.430 -5.589 1.875
C 0.412 -6.496 1.196
O 0.324 -6.097 -0.150
C 1.268 -6.767 -1.013
C 1.102 -6.466 -2.508
O 0.783 -5.044 -2.598
C 0.684 -4.579 -3.959
H 1.796 -3.312 3.227
H 2.299 -2.407 1.740
H 3.168 -3.739 2.194
H 1.328 -5.667 2.957
H 2.434 -5.986 1.724
H -0.619 -6.252 1.452
H 0.597 -7.570 1.228
H 1.341 -7.839 -0.832
H 2.241 -6.362 -0.733
H 0.289 -7.094 -2.873
H 2.020 -6.753 -3.021
H -0.270 -4.956 -4.329
H 1.493 -4.932 -4.597
H 0.740 -3.496 -4.073
C -5.872 -3.610 4.731
O -6.550 -2.522 4.129
C -6.293 -1.251 4.704
C -4.923 -0.801 4.066
O -4.779 0.579 4.222
C -3.605 1.099 3.562
C -3.687 1.397 2.048
O -4.698 2.435 1.715
C -5.992 1.972 1.519
H -6.259 -3.778 5.736
H -4.790 -3.486 4.783
H -6.082 -4.488 4.120
H -6.279 -1.238 5.794
H -7.090 -0.552 4.454
H -4.915 -1.149 3.033
H -4.048 -1.167 4.604
H -2.841 0.353 3.784
H -3.435 2.085 3.993
H -3.886 0.533 1.414
H -2.817 1.928 1.663
H -6.151 1.693 0.478
H -6.755 2.717 1.747
H -6.167 1.108 2.159
O -1.399 -3.734 0.764
C -2.333 -3.226 1.391
O -2.383 -2.890 2.681
C -1.466 -3.395 3.634
C -1.600 -2.725 4.986
C -3.569 -2.738 0.647
H -0.431 -3.204 3.347
H -1.699 -4.455 3.722
H -2.646 -2.622 5.274
H -1.269 -1.692 4.875
H -1.060 -3.193 5.809
H -4.069 -3.603 0.212
H -3.196 -2.062 -0.123
H -4.321 -2.285 1.292
O -0.440 5.000 -5.504
C -0.645 3.851 -5.220
O -0.740 3.326 -3.951
C -0.451 4.116 -2.826
C -0.891 3.467 -1.532
C -0.892 2.807 -6.322
H -1.019 5.041 -2.934
H 0.594 4.416 -2.903
H -0.181 2.654 -1.376
H -1.873 2.994 -1.523
H -0.799 4.147 -0.685
H -0.274 3.082 -7.177
H -1.948 2.681 -6.561
H -0.516 1.850 -5.961
```

Atomic partial charges in e from the Mulliken method, atoms 1 to 4:
1 O -0.1713
2 V 0.5702
3 As 2.4327
4 F -0.1697

---

(2)
Formula: C5H13N2
Source: the OMol25 dataset
Level of theory: ωB97M-V/def2-TZVPD

The total charge is +1. The energy above the lowest of the compared OMol25 structures with the same formula, charge and spin comes out at 4.499 eV.

```
20
C5H13N2, DFT ωB97M-V/def2-TZVPD
C -2.281 0.424 0.960
C -1.883 -0.604 -0.093
C -0.747 -0.061 -1.007
C 0.480 0.331 -0.293
N 0.713 1.742 -0.268
C 1.762 -0.446 -0.345
N 1.940 -1.374 0.791
H -3.197 0.164 1.482
H -1.445 0.587 1.648
H -2.455 1.376 0.449
H -2.670 -1.051 -0.691
H -1.437 -1.416 0.496
H -0.447 -0.953 -1.582
H -1.158 0.600 -1.771
H 1.525 1.869 -0.886
H 1.116 2.056 0.625
H 1.897 -0.998 -1.282
H 2.633 0.214 -0.294
H 1.331 -2.179 0.689
H 1.745 -0.893 1.666
```

Atomic partial charges in e from the Mulliken method, atoms 1 to 4:
1 C -1.0945
2 C -0.5063
3 C -0.6202
4 C 0.6133

---

(3)
Formula: C40H100O20
Source: the OMol25 dataset
Level of theory: ωB97M-V/def2-TZVPD

The energy above the lowest of the compared OMol25 structures with the same formula, charge and spin comes out at 1.926 eV.

```
160
C40H100O20, DFT ωB97M-V/def2-TZVPD
C -7.161 3.428 2.934
O -6.118 2.745 3.580
C -4.920 3.480 3.562
C -3.727 2.675 4.021
O -3.176 1.696 3.165
C -4.074 0.590 2.958
H -7.392 4.404 3.375
H -8.101 2.878 2.950
H -6.885 3.559 1.881
H -5.078 4.344 4.222
H -4.631 3.910 2.590
H -4.027 2.135 4.935
H -2.891 3.322 4.284
H -4.170 0.116 3.938
H -3.651 -0.014 2.161
H -5.091 0.861 2.676
C -3.757 2.994 -5.512
O -2.697 3.788 -5.019
C -1.568 3.734 -5.832
C -0.371 4.304 -5.060
O 0.006 3.595 -3.918
C -0.052 2.195 -3.935
H -4.666 3.143 -4.937
H -3.467 1.940 -5.498
H -4.004 3.214 -6.557
H -1.725 4.209 -6.807
H -1.179 2.735 -6.088
H -0.566 5.350 -4.810
H 0.457 4.390 -5.783
H -0.004 1.834 -2.906
H 0.835 1.760 -4.411
H -0.957 1.734 -4.336
C 0.191 5.428 8.303
O 0.126 4.232 7.540
C 1.378 3.675 7.272
C 1.201 2.381 6.443
O 1.217 2.601 5.043
C 0.117 3.417 4.615
H 0.528 5.225 9.323
H -0.807 5.852 8.268
H 0.910 6.121 7.854
H 1.955 3.443 8.175
H 1.944 4.349 6.612
H 0.295 1.830 6.711
H 2.002 1.704 6.737
H -0.812 2.903 4.882
H 0.199 3.378 3.533
H 0.106 4.391 5.100
C -0.498 -1.191 -1.878
O -1.446 -1.509 -0.882
C -1.260 -0.917 0.379
C -1.213 0.591 0.464
O 0.034 1.005 -0.096
C 0.186 2.404 -0.243
H -0.595 -0.153 -2.190
H -0.597 -1.934 -2.669
H 0.533 -1.360 -1.542
H -0.336 -1.263 0.860
H -1.987 -1.305 1.096
H -1.188 0.871 1.521
H -2.004 0.959 -0.201
H -0.748 2.890 -0.528
H 0.995 2.561 -0.957
H 0.577 2.828 0.692
C 3.470 2.800 -3.498
O 3.719 2.555 -4.873
C 4.417 3.602 -5.506
C 5.919 3.444 -5.369
O 6.314 4.121 -4.174
C 7.681 4.449 -4.066
H 4.453 2.904 -3.031
H 2.959 1.974 -3.006
H 2.845 3.684 -3.339
H 4.118 4.570 -5.088
H 4.152 3.706 -6.561
H 6.484 3.822 -6.228
H 6.197 2.403 -5.166
H 8.204 3.486 -4.087
H 7.977 5.025 -3.191
H 7.981 5.096 -4.901
C -2.388 -2.346 4.066
O -2.142 -3.278 5.064
C -2.321 -4.620 4.670
C -1.937 -5.608 5.710
O -2.908 -6.020 6.655
C -3.640 -4.937 7.190
H -3.426 -2.299 3.715
H -1.665 -2.432 3.240
H -2.160 -1.347 4.451
H -1.849 -4.807 3.692
H -3.346 -4.766 4.281
H -1.075 -5.199 6.252
H -1.539 -6.501 5.231
H -4.530 -5.298 7.704
H -4.020 -4.302 6.386
H -3.096 -4.297 7.888
C -4.090 -0.027 -2.686
O -5.272 -0.185 -1.905
C -5.051 -0.738 -0.607
C -6.427 -0.856 0.018
O -6.494 -1.285 1.352
C -5.854 -2.500 1.641
H -4.432 0.148 -3.700
H -3.495 -0.945 -2.644
H -3.440 0.733 -2.243
H -4.363 -0.042 -0.111
H -4.520 -1.695 -0.615
H -6.897 -1.593 -0.649
H -6.877 0.132 -0.041
H -6.333 -3.284 1.026
H -6.108 -2.871 2.633
H -4.787 -2.535 1.419
C -0.210 -5.880 -4.428
O 1.029 -5.765 -3.745
C 1.061 -4.769 -2.734
C 2.468 -4.253 -2.617
O 3.234 -5.200 -1.887
C 4.606 -4.959 -2.044
H -0.284 -4.959 -5.030
H -1.085 -5.863 -3.774
H -0.103 -6.723 -5.102
H 0.733 -5.226 -1.796
H 0.379 -3.966 -3.037
H 2.590 -3.273 -2.142
H 2.899 -4.216 -3.624
H 4.906 -3.930 -1.805
H 4.948 -5.061 -3.082
H 5.164 -5.670 -1.442
C 2.301 -3.549 0.938
O 1.606 -2.468 1.511
C 2.381 -1.371 1.927
C 1.646 -0.599 2.990
O 1.577 -1.401 4.158
C 0.903 -0.751 5.223
H 2.578 -4.367 1.609
H 3.239 -3.094 0.591
H 1.815 -3.966 0.059
H 2.658 -0.697 1.110
H 3.299 -1.767 2.377
H 0.615 -0.500 2.612
H 1.929 0.435 3.202
H 0.279 0.067 4.867
H 1.712 -0.484 5.912
H 0.327 -1.437 5.851
C 7.748 -1.872 -5.973
O 6.959 -1.409 -4.920
C 5.647 -1.905 -4.932
C 4.766 -1.250 -3.888
O 3.452 -1.702 -4.093
C 2.432 -0.765 -3.880
H 8.697 -1.351 -6.071
H 7.234 -1.898 -6.940
H 8.036 -2.917 -5.788
H 5.622 -2.998 -4.835
H 5.221 -1.608 -5.901
H 4.892 -0.181 -4.099
H 5.113 -1.464 -2.874
H 2.498 0.115 -4.530
H 2.386 -0.364 -2.861
H 1.497 -1.270 -4.121
```

Atomic partial charges in e from the Mulliken method, atoms 1 to 4:
1 C -0.8003
2 O -0.2863
3 C -0.8124
4 C -0.5216